(1)
The following is a DFT calculation (ωB97M-V with the def2-TZVPD basis set) of C29H30BCuN9O2S2 as an isolated structure.

Spin multiplicity   2
E_HOMO (spin up / spin down)   -7.04 / -7.04 eV
DFT total energy   -4228.18361 Ha
Net charge   0
Max |F|   0.0059 hartree/bohr

CARTESIAN COORDINATES (ANGSTROEM)
Cu  1.205  -0.051  -0.206
C  -6.630  0.070  -0.967
O  -5.629  -0.621  -0.245
C  -5.209  -0.069  0.927
C  -5.704  1.115  1.455
C  -5.203  1.582  2.666
C  -4.190  0.911  3.327
C  -3.722  -0.297  2.806
C  -4.229  -0.782  1.620
N  -3.777  1.457  4.594
N  -2.591  1.469  4.954
C  -1.535  1.048  4.082
C  -0.673  0.098  4.572
C  0.328  -0.489  3.787
C  0.509  -0.106  2.464
O  1.395  -0.621  1.670
C  -0.323  0.969  1.982
N  -0.069  1.370  0.707
C  -0.712  2.399  0.215
C  -1.659  3.118  0.967
C  -1.960  2.704  2.233
C  -1.310  1.574  2.781
H  -6.813  -0.512  -1.866
H  -6.299  1.074  -1.246
H  -7.556  0.144  -0.391
H  -6.484  1.671  0.956
H  -5.599  2.490  3.104
H  -2.955  -0.855  3.328
H  -3.878  -1.719  1.207
H  -0.820  -0.238  5.592
H  0.964  -1.264  4.195
H  -0.472  2.670  -0.806
H  -2.139  3.985  0.534
H  -2.681  3.249  2.825
C  3.590  -2.946  0.371
N  3.440  -2.646  -1.041
C  4.460  -2.572  -1.962
C  3.882  -2.285  -3.148
N  2.520  -2.191  -2.963
B  1.601  -1.918  -4.223
N  0.156  -1.566  -3.778
C  -0.942  -2.357  -4.015
C  -2.008  -1.794  -3.405
N  -1.548  -0.646  -2.795
C  -2.338  0.233  -1.957
C  -0.226  -0.528  -3.028
S  0.792  0.717  -2.411
C  2.256  -2.409  -1.666
S  0.758  -2.369  -0.803
H  4.608  -2.700  0.667
H  3.400  -4.002  0.561
H  2.877  -2.359  0.947
H  5.490  -2.721  -1.690
H  4.322  -2.132  -4.118
H  1.534  -2.936  -4.873
H  2.095  -1.004  -4.835
H  -0.860  -3.265  -4.585
H  -3.037  -2.100  -3.339
H  -3.383  0.143  -2.244
H  -2.003  1.257  -2.099
H  -2.227  -0.035  -0.906
N  7.069  2.317  0.130
C  5.819  1.784  0.021
C  5.279  0.977  1.027
C  4.001  0.484  0.883
N  3.230  0.722  -0.186
C  3.752  1.490  -1.149
C  5.013  2.038  -1.093
H  7.675  2.037  0.878
H  7.481  2.803  -0.644
H  5.848  0.748  1.919
H  3.546  -0.118  1.658
H  3.132  1.655  -2.021
H  5.371  2.652  -1.909


(2)
The following is a DFT calculation (ωB97M-V with the def2-TZVPD basis set) of C29H30BrFeN3O3S4 as an isolated structure.

Spin multiplicity   6
E_HOMO (spin up / spin down)   -4.41 / -4.91 eV
DFT total energy   -6943.74875 Ha
Net charge   -1
Max |F|   0.0101 hartree/bohr

CARTESIAN COORDINATES (ANGSTROEM)
Fe  1.161  0.648  1.731
O  4.950  1.756  3.395
C  4.012  1.358  2.689
N  2.732  1.224  3.005
C  2.387  1.616  4.348
C  1.140  2.456  4.333
C  0.768  3.241  5.423
C  -0.384  3.995  5.346
C  -1.140  3.953  4.180
C  -0.707  3.139  3.153
N  0.402  2.399  3.227
C  4.305  0.979  1.255
C  5.589  1.090  0.739
C  5.803  0.708  -0.573
C  4.734  0.227  -1.316
C  3.487  0.157  -0.716
N  3.278  0.530  0.543
H  3.204  2.159  4.832
H  2.173  0.733  4.966
H  1.393  3.256  6.306
H  -0.690  4.616  6.178
H  -2.045  4.533  4.070
H  -1.265  3.065  2.229
H  6.371  1.462  1.385
H  6.790  0.782  -1.013
H  4.856  -0.091  -2.343
H  2.619  -0.216  -1.247
C  -2.474  1.974  -4.749
C  -2.366  0.485  -4.425
C  -3.785  -0.072  -4.252
C  -1.691  -0.218  -5.610
C  -1.554  0.241  -3.156
C  -0.963  1.258  -2.422
C  -0.229  0.933  -1.300
Br  0.528  2.362  -0.279
C  -0.008  -0.369  -0.805
O  0.739  -0.602  0.224
C  -0.662  -1.400  -1.539
C  -1.379  -1.057  -2.676
C  -0.651  -2.884  -1.135
C  -2.104  -3.368  -0.996
C  0.047  -3.697  -2.236
C  0.046  -3.203  0.192
H  -3.073  2.110  -5.652
H  -1.494  2.419  -4.928
H  -2.957  2.526  -3.940
H  -4.380  0.112  -5.150
H  -4.283  0.401  -3.404
H  -3.774  -1.147  -4.073
H  -2.250  -0.041  -6.532
H  -1.636  -1.296  -5.450
H  -0.673  0.151  -5.746
H  -1.063  2.296  -2.701
H  -1.851  -1.862  -3.227
H  -2.667  -3.277  -1.925
H  -2.623  -2.789  -0.230
H  -2.118  -4.419  -0.698
H  -0.447  -3.585  -3.202
H  0.047  -4.758  -1.975
H  1.083  -3.373  -2.348
H  -0.392  -2.660  1.027
H  1.105  -2.959  0.173
H  -0.064  -4.276  0.376
O  -3.989  -3.408  4.864
C  -3.166  -2.713  4.327
S  -3.551  -1.453  3.152
C  -1.915  -0.882  2.848
C  -0.894  -1.549  3.562
S  0.752  -1.262  3.489
S  -1.431  -2.830  4.636
S  -1.713  0.367  1.765


(3)
The following is a DFT calculation (ωB97M-V with the def2-TZVPD basis set) of C29H30Cl3GeNNiOP2 as an isolated structure.

Spin multiplicity   4
E_HOMO (spin up / spin down)   -10.50 / -10.75 eV
DFT total energy   -6901.47299 Ha
Net charge   +1
Max |F|   0.0151 hartree/bohr

CARTESIAN COORDINATES (ANGSTROEM)
Ni  -0.768  -1.295  0.961
C  -0.709  0.571  -1.720
C  0.516  -0.255  -2.210
P  1.834  -0.245  -0.931
C  3.417  -0.629  -1.733
C  3.534  -1.339  -2.928
C  4.781  -1.607  -3.471
C  5.925  -1.172  -2.815
C  5.820  -0.461  -1.629
C  4.571  -0.179  -1.096
C  1.631  -1.782  0.086
C  1.526  -1.611  1.475
C  1.626  -2.706  2.339
C  1.849  -3.969  1.824
C  1.964  -4.149  0.445
C  1.845  -3.072  -0.412
P  -0.618  1.065  0.068
C  -2.254  1.814  0.386
C  -3.283  1.850  -0.550
C  -4.506  2.426  -0.233
C  -4.713  2.967  1.027
C  -3.690  2.941  1.966
C  -2.468  2.371  1.646
C  0.410  2.567  0.148
C  1.431  2.684  1.084
C  2.158  3.858  1.182
C  1.880  4.920  0.332
C  0.861  4.810  -0.603
C  0.120  3.641  -0.687
H  -1.616  -0.031  -1.805
H  -0.845  1.449  -2.354
H  0.957  0.235  -3.081
H  0.206  -1.251  -2.537
H  2.646  -1.681  -3.447
H  4.859  -2.152  -4.401
H  6.901  -1.381  -3.234
H  6.711  -0.112  -1.126
H  4.493  0.399  -0.183
H  1.487  -0.606  1.888
H  1.552  -2.555  3.408
H  1.947  -4.817  2.489
H  2.151  -5.138  0.047
H  1.963  -3.223  -1.478
H  -3.141  1.434  -1.538
H  -5.293  2.460  -0.974
H  -5.662  3.422  1.276
H  -3.840  3.375  2.945
H  -1.670  2.378  2.380
H  1.671  1.849  1.731
H  2.947  3.945  1.918
H  2.454  5.834  0.401
H  0.632  5.638  -1.260
H  -0.699  3.586  -1.395
N  -4.848  -1.130  0.743
C  -3.558  -1.106  1.041
O  -2.708  -1.180  0.119
C  -3.152  -0.991  2.490
C  -1.641  -0.967  2.695
H  -5.154  -1.251  -0.209
H  -5.538  -1.088  1.475
H  -3.626  -1.835  3.002
H  -3.648  -0.096  2.879
H  -1.330  -1.735  3.407
H  -1.313  0.003  3.073
Cl  -4.261  -4.005  -1.133
Ge  -2.235  -3.364  -1.251
Cl  -1.297  -3.731  0.703
Cl  -1.193  -4.591  -2.657


(4)
The following is a DFT calculation (ωB97M-V with the def2-TZVPD basis set) of C29H30Cl5IrO5 as an isolated structure.

Spin multiplicity   6
E_HOMO (spin up / spin down)   -1.66 / -4.46 eV
DFT total energy   -3904.26617 Ha
Net charge   -1
Max |F|   0.1284 hartree/bohr

CARTESIAN COORDINATES (ANGSTROEM)
C  0.436  -0.943  -3.730
C  0.242  -1.444  -2.282
C  0.040  0.528  -3.755
C  -0.886  0.800  -2.536
H  -0.473  0.751  -4.698
H  0.940  1.146  -3.716
C  -0.876  -0.607  -1.689
H  1.186  -1.311  -1.745
H  0.011  -2.521  -2.284
C  -1.143  -0.896  -0.148
H  -1.776  -1.085  -2.124
H  -1.926  0.901  -2.899
C  -0.505  2.095  -1.934
C  1.849  -1.171  -4.246
C  -0.390  -1.671  -4.798
O  -1.023  -1.089  -5.674
O  2.833  -1.264  -3.536
O  1.892  -1.303  -5.585
O  -0.311  -3.009  -4.790
C  -0.924  -3.545  -5.970
H  -0.826  -4.624  -5.883
H  -0.397  -3.171  -6.852
H  -1.971  -3.241  -6.027
C  3.214  -1.408  -6.106
H  3.825  -0.550  -5.807
H  3.099  -1.437  -7.186
H  3.694  -2.324  -5.750
O  -0.586  -0.149  0.936
H  -0.876  -1.959  0.042
H  -2.243  -0.868  -0.010
C  -1.527  2.864  -1.217
C  0.900  2.206  -1.487
H  1.473  2.994  -1.999
H  1.466  1.264  -1.556
H  0.919  2.452  -0.405
H  -1.060  3.451  -0.416
H  -2.224  2.191  -0.687
H  -2.094  3.549  -1.862
Ir  -0.147  -0.096  2.807
C  -1.735  -0.323  4.084
C  -2.169  -0.501  2.682
C  -2.411  -1.923  2.504
H  -2.651  0.314  2.143
C  -2.011  -2.601  3.672
C  -1.624  -1.660  4.641
H  -1.378  -1.864  5.679
H  -2.077  0.535  4.657
H  -2.949  -2.344  1.653
H  -2.066  -3.675  3.850
C  2.084  0.544  2.738
C  1.865  -0.320  3.851
C  1.453  -1.606  3.382
H  2.104  -0.087  4.885
C  1.494  -1.554  1.949
C  1.857  -0.223  1.552
H  2.012  0.137  0.542
H  2.477  1.552  2.756
H  1.239  -2.470  3.988
H  1.344  -2.397  1.277
Cl  0.214  0.197  6.309
C  0.031  1.693  5.455
C  -0.066  1.756  4.072
C  -0.037  2.996  3.468
Cl  0.249  3.146  1.770
C  -0.179  4.192  4.216
Cl  -0.399  5.697  3.436
C  -0.163  4.125  5.624
Cl  -0.369  5.531  6.565
C  -0.014  2.868  6.248
Cl  0.038  2.760  7.953